# 1
Formula: C12H13NO
Source: the OMol25 dataset
Level of theory: the ωB97M-V functional and the def2-TZVPD basis

The geometry in ORCA input format:
```
! wB97M-V def2-TZVPD RIJCOSX def2/J DEFGRID3
* xyz 0 1
C 1.348 -1.460 -1.699
C 1.682 -1.389 -0.144
C 0.434 -1.008 0.347
C -0.698 -1.820 0.755
C -2.036 -1.458 1.140
C -2.053 -0.063 1.122
C -2.938 0.957 1.711
C -2.273 2.124 1.608
C -0.925 0.818 0.762
C 0.178 0.333 0.241
C 1.228 1.216 -0.109
C 1.583 1.186 -1.599
H 2.370 -1.921 -2.356
H 0.378 -2.417 -1.724
H 2.157 -2.510 0.238
H 2.385 -0.393 0.312
H -0.696 -2.981 0.827
H -2.885 -1.804 1.802
H -3.939 0.857 2.091
H -2.811 3.142 1.752
H 2.033 1.059 0.567
H 0.951 2.121 0.179
H 2.683 1.429 -1.770
H 1.070 2.057 -1.925
H 1.039 -0.176 -3.021
N 0.874 -0.024 -2.094
O -1.140 2.127 0.985
*
```

## Properties
* relative energy (zero: lowest compared OMol25 entry of this formula, charge and spin): 155.3 kcal/mol
* E_HOMO: -7.792 eV
* gap between HOMO and LUMO: 8.7 eV



# 2
Formula: C12H14
Source: the OMol25 dataset
Level of theory: the ωB97M-V functional and the def2-TZVPD basis

The geometry in ORCA input format:
```
! wB97M-V def2-TZVPD RIJCOSX def2/J DEFGRID3
* xyz 0 1
C 3.909 -0.343 -0.034
C 3.447 0.928 -0.452
C 2.954 -1.199 0.460
C 2.103 1.218 -0.433
C 1.636 -0.920 0.552
C 1.183 0.361 0.225
C -1.112 2.113 0.590
C -1.443 1.182 -0.651
C -0.281 0.797 0.206
C -1.426 -0.155 -0.057
C -2.459 -0.598 0.985
C -1.137 -1.210 -1.146
H 4.863 -0.687 -0.154
H 4.163 1.432 -0.980
H 3.203 -2.123 0.845
H 1.820 2.248 -0.985
H 0.968 -1.595 0.962
H -0.662 3.017 0.278
H -1.756 2.054 1.393
H -1.454 1.485 -1.646
H -1.929 -1.335 1.571
H -3.295 -1.117 0.343
H -2.818 0.132 1.751
H -0.775 -2.157 -0.571
H -0.288 -0.843 -1.590
H -1.819 -1.517 -1.932
*
```

## Properties
* relative energy (zero: lowest compared OMol25 entry of this formula, charge and spin): 59.9 kcal/mol
* E_HOMO: -8.442 eV
* gap between HOMO and LUMO: 9.4 eV



# 3
Formula: C12H14AsNO8Zn
Source: the OMol25 dataset
Level of theory: the ωB97M-V functional and the def2-TZVPD basis

The geometry in ORCA input format:
```
! wB97M-V def2-TZVPD RIJCOSX def2/J DEFGRID3
* xyz 0 1
Zn 0.448 0.132 -0.962
O 4.229 0.855 -2.746
C 3.107 0.451 -2.174
O 2.004 0.828 -2.524
C 3.268 -0.489 -1.047
C 4.474 -0.879 -0.501
C 4.447 -1.700 0.635
C 3.229 -2.068 1.182
C 2.048 -1.657 0.565
N 2.091 -0.893 -0.554
C 0.673 -1.905 0.992
O 0.411 -2.671 2.054
O -0.264 -1.392 0.379
H 4.046 1.503 -3.447
H 5.403 -0.540 -0.933
H 5.369 -2.029 1.087
H 3.200 -2.655 2.088
H 1.198 -3.031 2.486
O -0.033 3.854 -0.358
C -0.003 2.676 -0.582
O 0.667 1.757 -0.033
C -0.990 2.115 -1.786
O -1.649 2.931 -2.364
O -0.932 0.856 -1.928
C -5.087 0.992 0.933
As -3.299 1.003 0.045
C -2.225 0.955 1.710
C -3.351 -0.927 -0.336
H -5.138 0.210 1.691
H -5.863 0.807 0.189
H -5.294 1.955 1.397
H -2.879 1.101 2.568
H -1.466 1.733 1.725
H -1.725 -0.007 1.791
H -4.194 -1.131 -0.993
H -3.481 -1.493 0.584
H -2.440 -1.245 -0.831
*
```

## Properties
* relative energy (zero: lowest compared OMol25 entry of this formula, charge and spin): 36.4 kcal/mol
* E_HOMO: -7.091 eV
* gap between HOMO and LUMO: 4.5 eV